Version P
The following is a DFT calculation (ωB97M-V with the def2-TZVPD basis set) of an isolated ion of composition C5H9N2 and charge +1.

Atoms and positions in Å:
C1 -1.57905 0.82182 -0.02693
C2 -0.11574 0.60804 -0.32840
C3 -2.16570 -0.38541 0.03744
C4 -0.11505 -0.96004 -0.25432
C5 1.21577 -1.60712 -0.11798
N1 -1.26194 -1.44302 -0.07153
N2 0.98248 1.42865 0.44726
H1 -2.09334 1.76015 -0.04011
H2 0.03867 0.83111 -1.39259
H3 -3.19697 -0.64369 0.18912
H4 1.85104 -0.99952 0.53441
H5 1.73022 -1.70570 -1.07186
H6 1.13154 -2.59237 0.33115
H7 1.90827 1.16885 0.09609
H8 0.88129 1.30599 1.45746
H9 0.78850 2.41226 0.21078

Values from the calculation:
- net charge = +1
- LUMO (eV) = -4.31
- highest occupied orbital energy (eV) = -13.53
- HOMO-LUMO gap (hartree) = 0.3390

Version Q
The following is a DFT calculation (ωB97M-V with the def2-TZVPD basis set) of an isolated ion of composition C5H9N2 and charge +1.

Atoms and positions in Å:
C1 -0.99014 -0.77084 -0.09446
C2 1.68637 -0.76614 0.97235
C3 1.85629 -0.47212 -0.57906
C4 0.49776 -0.40372 0.13532
C5 -1.00740 1.94163 -0.17768
N1 -0.71554 0.49790 0.06066
N2 -1.91443 -1.71965 -0.24683
H1 1.87172 -1.74209 1.06691
H2 2.14043 -0.11511 1.68352
H3 2.26275 0.49450 -0.76130
H4 2.06820 -1.07342 -1.36540
H5 -0.26618 2.63959 0.38153
H6 -0.80802 2.31298 -1.17550
H7 -2.02759 1.97521 0.14909
H8 -1.62691 -2.65502 -0.11700
H9 -2.93553 -1.51491 -0.25219

Values from the calculation:
- net charge = +1
- LUMO (eV) = -3.29
- highest occupied orbital energy (eV) = -14.30
- HOMO-LUMO gap (hartree) = 0.4045

Most stable of them? version P.

Version P
The following is a DFT calculation (ωB97M-V with the def2-TZVPD basis set) of an isolated ion of composition C5H9N2 and charge +1.

Atoms and positions in Å:
C1 0.46971 1.27048 1.24769
C2 1.61009 0.49020 0.74813
C3 1.51244 -0.20107 -0.48607
C4 0.40276 -0.85900 -0.97558
N1 -0.66578 -1.29333 -0.16852
C5 -1.96382 -0.78183 -0.62789
N2 -2.20900 0.50566 -0.75505
H1 0.68344 2.35792 1.27623
H2 -0.40603 1.18635 0.56012
H3 -0.01855 0.91049 2.16006
H4 2.40881 -0.57097 -0.97742
H5 2.53480 0.52641 1.33127
H6 0.47563 -1.32185 -1.97747
H7 -0.51830 -1.07212 0.81645
H8 -2.86653 -1.42642 -0.62628
H9 -1.44966 0.27908 -1.54566

Values from the calculation:
- net charge = +1
- LUMO (eV) = -6.79
- highest occupied orbital energy (eV) = -13.93
- HOMO-LUMO gap (hartree) = 0.2626

Version Q
The following is a DFT calculation (ωB97M-V with the def2-TZVPD basis set) of an isolated ion of composition C5H9N2 and charge +1.

Atoms and positions in Å:
C1 -0.28861 -1.11383 0.22476
C2 1.06523 -1.12754 0.06004
C3 2.83983 0.50756 -0.05689
C4 -0.48634 1.21792 0.26495
C5 -2.38678 -0.07917 -0.30781
N1 -1.00607 0.04930 0.10299
N2 1.74600 -0.04994 -0.29906
H1 -0.83860 -2.02802 0.36399
H2 1.57655 -2.08348 0.01075
H3 3.17998 1.28709 -0.72481
H4 3.44558 0.29776 0.82275
H5 -1.05352 2.09550 -0.00317
H6 0.45488 1.35903 0.75704
H7 -2.70605 0.81805 -0.83326
H8 -2.52461 -0.94378 -0.95571
H9 -3.01748 -0.20647 0.57345

Values from the calculation:
- net charge = +1
- LUMO (eV) = -4.64
- highest occupied orbital energy (eV) = -13.30
- HOMO-LUMO gap (hartree) = 0.3181

Most stable of them? version Q.

Version P
The following is a DFT calculation (ωB97M-V with the def2-TZVPD basis set) of an isolated ion of composition C5H9N2 and charge +1.

Atoms and positions in Å:
C1 0.32234 -1.40467 -0.89614
C2 -1.72701 -2.47393 -1.46748
C3 -0.06702 1.95193 0.65284
C4 0.77931 1.40795 1.69937
C5 -0.20665 -0.37643 0.12547
N1 -0.52132 -2.54162 -1.19767
N2 0.68954 0.66607 0.39157
H1 0.53788 -0.95044 -1.82184
H2 1.19933 -1.78404 -0.33362
H3 -2.20847 -3.47813 -1.42165
H4 -2.31239 -1.48581 -1.75316
H5 -1.15489 1.87822 0.64149
H6 0.00978 2.78938 -0.05504
H7 1.80126 1.89056 1.95993
H8 0.50587 0.76327 2.57960
H9 1.53534 0.92763 -0.15314

Values from the calculation:
- net charge = +1
- LUMO (eV) = -5.32
- highest occupied orbital energy (eV) = -13.13
- HOMO-LUMO gap (hartree) = 0.2869

Version Q
The following is a DFT calculation (ωB97M-V with the def2-TZVPD basis set) of an isolated ion of composition C5H9N2 and charge +1.

Atoms and positions in Å:
C1 0.52569 -0.97546 -1.28301
C2 -0.12314 -0.48254 1.41381
C3 -0.77240 0.64038 0.66140
C4 -0.27283 0.00341 -1.56256
C5 1.24400 -0.65448 0.91115
N1 1.43427 -0.95307 -0.29443
N2 -0.21394 1.16591 -0.64777
H1 0.55103 -1.74401 -2.07204
H2 -0.04132 -0.19685 2.40728
H3 -0.69711 -1.38908 1.18097
H4 -1.93997 0.36006 0.58075
H5 -0.85307 1.64924 1.26402
H6 -0.89035 0.08426 -2.44923
H7 2.08324 -0.83916 1.54193
H8 -0.82410 1.86589 -0.97997
H9 0.78998 1.46548 -0.67232

Values from the calculation:
- net charge = +1
- LUMO (eV) = -3.80
- highest occupied orbital energy (eV) = -13.75
- HOMO-LUMO gap (hartree) = 0.3656

Version R
The following is a DFT calculation (ωB97M-V with the def2-TZVPD basis set) of an isolated ion of composition C5H9N2 and charge +1.

Atoms and positions in Å:
C1 0.47699 0.05858 -1.78151
C2 0.50316 -0.13886 -0.32980
C3 -0.74451 0.24827 -2.21734
C4 -1.25614 0.01187 -0.06273
C5 -1.95177 -0.34247 1.16555
N1 -1.74144 0.05294 -1.20142
N2 1.63074 0.72749 0.41222
H1 1.40239 0.19777 -2.39098
H2 0.60986 -1.22240 0.00102
H3 -1.10830 0.32355 -3.32373
H4 -2.53025 -1.38353 0.91781
H5 -2.74046 0.34309 1.14217
H6 -1.40559 -0.35945 2.12048
H7 1.28710 1.04146 1.29274
H8 1.73866 1.68581 -0.11602
H9 2.60421 0.25236 0.31645

Values from the calculation:
- net charge = +1
- LUMO (eV) = -4.22
- highest occupied orbital energy (eV) = -13.58
- HOMO-LUMO gap (hartree) = 0.3437

Most stable of them? version Q.

Version P
The following is a DFT calculation (ωB97M-V with the def2-TZVPD basis set) of a single CH3O3PS molecule.

Atoms and positions in Å:
C1 -0.83820 -0.35835 -1.45316
O1 -0.36199 -0.07476 -0.11111
O2 -0.60042 0.64635 -2.31832
O3 -1.41406 -1.36227 -1.68461
P1 -0.15767 -0.18111 1.80391
S1 1.94375 0.04441 1.89645
H1 1.78329 1.24037 2.28278
H2 -0.37692 1.56153 -2.03418
H3 0.02222 -1.51616 1.61825

Values from the calculation:
- LUMO (eV) = -0.28
- highest occupied orbital energy (eV) = -10.19
- HOMO-LUMO gap (hartree) = 0.3640

Version Q
The following is a DFT calculation (ωB97M-V with the def2-TZVPD basis set) of a 2-piece molecular cluster, CH3O3PS overall.

Atoms and positions in Å:
C1 0.92988 1.94675 0.68148
O1 -0.89851 -2.87053 1.03207
O2 -1.34873 -0.61953 -0.19333
O3 1.40532 0.89469 0.94356
P1 0.15998 -0.91479 -0.96865
S1 -1.29497 -2.28814 -0.21584
H1 1.39969 2.87903 1.11362
H2 0.10865 1.98527 -0.06912
H3 -0.46131 -1.01275 -2.32379

Values from the calculation:
- LUMO (eV) = -0.12
- highest occupied orbital energy (eV) = -9.44
- HOMO-LUMO gap (hartree) = 0.3428

Most stable of them? version P.